Record 1
Formula: C4H7N3O2
Source: OMol25
Level of theory: ωB97M-V/def2-TZVPD

XYZ file:
```
16
Properties=species:S:1:pos:R:3:lowdin_charge:R:1
C -0.6410 0.9667 0.2451 -0.027
C -1.8343 0.2970 -0.1448 -0.504
C 3.5805 0.6336 -0.1966 -0.066
C -3.4177 -1.2954 0.1971 -0.010
N 0.2960 1.6393 0.4692 0.190
N 2.3128 -0.0556 0.0586 -0.289
N 2.0584 -1.2122 -0.0257 0.050
O -2.2692 0.4855 -1.2694 0.126
O -2.4067 -0.4631 0.7841 -0.024
H 3.4620 1.1214 -1.0944 0.043
H 3.8472 1.5102 0.5437 0.132
H 4.3299 0.0187 -0.4603 0.030
H -3.3424 -2.1981 0.9331 0.148
H -3.2285 -1.3978 -0.8260 0.068
H -4.2653 -0.6527 0.3102 0.093
H 1.5182 0.6025 0.4762 0.040
```

The value obtained for the largest force on an atom is 4.22 eV/A. The total charge is 0. The orbital gap is 7.11 eV. As for the energy above the lowest of the compared OMol25 structures with the same formula, charge and spin: 5.476 eV. The value obtained for the calculated total energy is -471.20180 a.u. The LUMO energy comes out at -0.0162 Ha.

Record 2
Formula: C37H52BBrN10O2RuS3
Source: OMol25
Level of theory: ωB97M-V/def2-TZVPD

XYZ file:
```
107
Properties=species:S:1:pos:R:3:lowdin_charge:R:1
Ru -0.1801 -0.1312 0.0304 0.945
C 2.9194 4.4337 3.1478 -0.025
C 1.4648 4.6644 2.7195 -0.541
C 0.8635 5.8772 3.4326 -0.022
C 1.4397 4.9099 1.2163 -0.079
N 0.6828 3.4578 3.1338 0.019
C 0.7525 3.0283 4.4508 -0.038
C 0.0500 1.8877 4.5609 -0.016
N -0.4757 1.6028 3.3229 0.053
B -1.1604 0.3424 2.8355 -0.769
N -0.8863 -0.8954 3.6679 0.051
C -1.5821 -1.3235 4.7772 -0.028
C -1.1459 -2.5554 5.0913 -0.024
N -0.1788 -2.9139 4.1672 0.018
C -0.0350 -1.8773 3.2955 -0.642
S 1.0417 -1.7706 1.9770 0.655
C 0.5829 -4.1967 4.2009 -0.545
C 0.4295 -4.9282 2.8634 -0.043
C 0.0284 -5.0864 5.3095 -0.048
C 2.0516 -3.8776 4.4965 -0.032
N -2.6402 0.5578 2.5656 0.045
C -3.4544 1.5623 3.0294 -0.027
C -4.5938 1.5223 2.3153 -0.031
N -4.4950 0.4911 1.3968 0.030
C -3.2777 -0.0884 1.5614 -0.610
S -2.5657 -1.4567 0.8322 0.769
C -5.5706 0.3135 0.3742 -0.531
C -5.6222 1.6136 -0.4373 -0.013
C -5.3016 -0.8414 -0.5779 -0.062
C -6.8853 0.0572 1.1132 -0.024
C -0.0847 2.5633 2.4476 -0.638
S -0.6110 2.5534 0.8222 0.713
H 3.5495 5.2037 2.7059 0.094
H 3.2650 3.4610 2.7960 0.086
H 3.0427 4.4818 4.2292 0.080
H 1.4398 6.7665 3.1809 0.095
H 0.8776 5.7593 4.5161 0.080
H -0.1672 6.0322 3.1128 0.095
H 2.0269 5.8037 1.0065 0.095
H 0.4291 5.0703 0.8559 0.055
H 1.8769 4.0724 0.6771 0.053
H 1.2985 3.5687 5.2001 0.124
H -0.1225 1.2497 5.4091 0.127
H -0.6564 0.1328 1.7421 -0.062
H -2.3280 -0.7087 5.2488 0.132
H -1.4514 -3.1972 5.8937 0.117
H -0.6257 -5.0384 2.6084 0.096
H 0.8773 -5.9184 2.9407 0.092
H 0.9280 -4.3903 2.0653 0.028
H -1.0219 -5.3274 5.1412 0.095
H 0.1466 -4.6264 6.2907 0.088
H 0.5876 -6.0196 5.3147 0.096
H 2.4591 -3.1941 3.7556 0.041
H 2.6385 -4.7952 4.4780 0.095
H 2.1470 -3.4196 5.4820 0.093
H -3.1553 2.2182 3.8272 0.131
H -5.4599 2.1520 2.3841 0.124
H -4.6245 1.8538 -0.8072 0.090
H -5.9900 2.4497 0.1577 0.081
H -6.2827 1.4856 -1.2939 0.096
H -4.4152 -0.6478 -1.1727 0.047
H -6.1530 -0.9354 -1.2519 0.099
H -5.1728 -1.7828 -0.0503 0.069
H -7.1580 0.8811 1.7721 0.076
H -6.8147 -0.8521 1.7111 0.095
H -7.6856 -0.0692 0.3860 0.094
O -2.6172 -1.5252 -2.6955 0.006
C -3.0481 -0.5788 -3.5673 -0.280
C -3.9281 -0.9284 -4.5854 -0.005
C -4.3985 0.0398 -5.4566 -0.077
C -3.9951 1.3616 -5.3298 -0.091
C -3.0992 1.7116 -4.3320 -0.036
C -2.6183 0.7519 -3.4547 -0.121
C -1.6142 1.0859 -2.3694 -0.429
O -1.9229 0.4953 -1.1761 -0.360
N -0.3139 0.5906 -2.8468 0.013
N 0.6963 0.7259 -1.9965 -0.074
C 1.9134 0.6794 -2.3925 -0.173
C 3.0242 0.7870 -1.4882 -0.589
Br 2.5471 0.9135 0.3656 0.796
C 4.3241 0.7753 -1.7994 -0.091
C 4.8965 0.7369 -3.1497 -0.230
C 4.4553 1.5468 -4.1964 -0.049
C 5.0819 1.4961 -5.4313 -0.071
C 6.1585 0.6468 -5.6364 -0.075
C 6.6090 -0.1588 -4.5995 -0.071
C 5.9856 -0.1130 -3.3658 -0.034
H -2.2990 -1.0273 -1.9012 0.014
H -4.2483 -1.9590 -4.6594 0.119
H -5.0889 -0.2391 -6.2412 0.107
H -4.3792 2.1177 -6.0007 0.102
H -2.7674 2.7383 -4.2282 0.115
H -1.5424 2.1842 -2.2496 0.139
H -0.1231 0.6272 -3.8416 0.157
H 2.1575 0.5361 -3.4439 0.135
H 5.0455 0.7629 -0.9908 0.110
H 3.6612 2.2630 -4.0248 0.115
H 4.7381 2.1302 -6.2376 0.108
H 6.6583 0.6232 -6.5950 0.108
H 7.4546 -0.8157 -4.7516 0.108
H 6.3268 -0.7469 -2.5570 0.117
N 1.3778 -2.5706 -1.2575 -0.029
N 0.0064 -2.2241 -1.0698 -0.114
H 1.4709 -3.5392 -1.5474 0.085
H 1.8485 -2.4681 -0.3662 0.001
H -0.4896 -2.8589 -0.4453 0.055
H -0.4636 -2.2488 -1.9714 0.085
```

The value obtained for the largest force on an atom is 3.24 eV/A. The total charge is +1. The orbital gap (alpha / beta) is 6.17 / 6.80 eV. As for the energy above the lowest of the compared OMol25 structures with the same formula, charge and spin: 2.191 eV. As for the spin multiplicity: 2. The value obtained for the calculated total energy is -6027.32898 a.u. The LUMO energy (alpha / beta) comes out at -0.1386 / -0.1205 Ha.